<1>
Here is 2 unconnected molecules or ions with the total composition C5H14N2 from the Open Molecules 2025 dataset. Energies are from wB97M-V/def2-TZVPD.

XYZ file:
```
21
Properties=species:S:1:pos:R:3:nbo_charge:R:1
C 0.1064 -0.0106 0.4927 0.095
N -0.9199 0.7685 -0.0931 -0.342
C -1.8886 -0.1122 -0.7764 -0.432
C -1.5522 1.6927 0.8778 -0.451
C 1.0986 -0.8855 -0.2458 -0.092
C 1.9103 -0.0874 -1.3414 -0.646
N 1.7018 -1.3718 0.9444 -0.908
H -0.3625 -0.7394 1.4322 0.018
H 0.7702 0.6842 1.0245 0.236
H -2.1846 -0.9837 -0.1731 0.201
H -2.7418 0.5232 -1.0193 0.204
H -1.3853 -0.3978 -1.7033 0.224
H -1.0613 2.6724 0.6901 0.223
H -1.0556 1.5729 1.8606 0.222
H -2.6293 1.6949 0.8230 0.220
H 0.4556 -1.5526 -0.8717 0.115
H 2.9392 -0.4187 -1.3780 0.226
H 1.4248 -0.3513 -2.2867 0.191
H 1.7217 0.9875 -1.3209 0.203
H 2.3885 -2.1144 0.8516 0.326
H -0.9750 -1.0381 1.9744 0.168
```

Results
* highest occupied orbital energy: -6.44 eV

***

<2>
Here is a single C5H14N2 molecule from the Open Molecules 2025 dataset. Energies are from wB97M-V/def2-TZVPD.

XYZ file:
```
21
Properties=species:S:1:pos:R:3:nbo_charge:R:1
C -0.7288 -1.6514 1.6328 -0.393
N -0.7790 -0.4339 0.8778 -0.484
C -2.0439 -0.0871 0.2915 -0.402
C 0.1980 0.5950 1.1262 -0.200
C 1.2581 0.6855 0.0153 -0.209
N 0.6672 0.5270 -1.2698 -0.661
C 1.4823 0.7505 -2.4509 -0.398
H 0.3055 -1.9789 1.7463 0.198
H -1.1760 -1.5709 2.6242 0.167
H -1.2042 -2.4483 1.0512 0.195
H -2.8639 -0.5049 0.8916 0.182
H -2.1977 -0.5381 -0.7063 0.169
H -2.1489 0.9801 0.1193 0.207
H 0.8175 0.2533 1.9595 0.190
H -0.3102 1.5229 1.3759 0.184
H 1.7853 1.6356 0.0926 0.187
H 1.9387 -0.1595 0.2025 0.146
H -0.1073 -0.1038 -1.3564 0.382
H 2.4999 0.3715 -2.3340 0.166
H 1.6305 1.8287 -2.5731 0.175
H 0.9771 0.3268 -3.3163 0.201
```

Results
* highest occupied orbital energy: -7.66 eV
* SMILES: CNCCN(C)C

***

Stability check: which of them is least stable? <1>.

***

<1>
Here is a single C19H22N2O molecule from the Open Molecules 2025 dataset. Energies are from wB97M-V/def2-TZVPD.

XYZ file:
```
44
Properties=species:S:1:pos:R:3:nbo_charge:R:1
N 0.6726 2.7301 1.5278 -0.151
O -0.0306 3.4489 0.6119 -0.443
C 1.7421 2.0481 1.1425 0.260
C -2.7198 -2.0341 1.7019 -0.212
C 3.1905 -2.3882 1.8749 -0.194
C 3.7907 -2.3866 0.6521 -0.219
C -3.6112 -1.6191 0.7120 -0.216
C -1.4927 -1.3839 1.8135 -0.208
C 2.4575 -1.2994 2.3331 -0.211
C 4.0536 -1.2025 -0.0043 -0.173
C -3.2409 -0.5732 -0.1339 -0.204
C -1.1400 -0.3133 0.9143 -0.206
C 2.6521 -0.1253 1.5792 -0.007
C 3.4616 -0.0188 0.4408 -0.034
C -2.0204 0.0933 -0.0439 -0.033
N 2.6159 3.4955 -0.5654 -0.851
C 2.2279 1.1206 2.1938 -0.479
C -1.5336 3.1600 0.5739 -0.062
C 3.6926 1.2511 -0.2279 -0.430
C -1.6549 1.1840 -1.0527 -0.431
C 2.3986 2.1076 -0.2978 -0.092
C -2.0043 2.6602 -0.7470 -0.409
H -2.9286 -2.9875 2.1786 0.215
H 3.1598 -3.2593 2.4655 0.202
H 4.1025 -3.2789 0.3052 0.204
H -4.6189 -2.0804 0.5996 0.218
H -0.6849 -1.8656 2.3502 0.213
H 1.8257 -1.4468 3.2285 0.222
H 4.8053 -1.2322 -0.8027 0.208
H -3.9867 -0.2332 -0.9633 0.205
H -0.1773 0.1125 0.7503 0.216
H 2.7462 3.6414 -1.5581 0.358
H 1.8502 4.0950 -0.1667 0.397
H 1.4569 0.8493 2.9214 0.239
H 3.0289 1.6068 2.7031 0.229
H -2.1395 4.0678 0.6350 0.190
H -1.7164 2.4329 1.2873 0.200
H 3.9592 1.0994 -1.2368 0.214
H 4.5394 1.6664 0.2970 0.229
H -2.0818 0.8655 -1.9869 0.217
H -0.5631 1.1951 -1.2507 0.210
H 1.7806 1.7476 -1.0701 0.190
H -1.5846 3.4385 -1.5209 0.212
H -2.9962 2.8941 -0.8806 0.213
```

Results
* highest occupied orbital energy: -8.81 eV
* SMILES: N[C@H]1Cc2ccccc2C/C1=N/OCCCc1ccccc1

***

<2>
Here is a molecular structure, C19H22N2O from the Open Molecules 2025 dataset. Energies are from wB97M-V/def2-TZVPD.

XYZ file:
```
44
Properties=species:S:1:pos:R:3:nbo_charge:R:1
C 2.9272 4.3414 1.1624 -0.559
C 3.2960 3.2830 2.1200 -0.423
C 2.0755 2.5729 2.8252 -0.352
C 1.3299 1.7732 1.9648 -0.446
C 2.1421 0.5270 1.6061 -0.371
C 1.9124 -0.4432 2.9822 -0.415
C 0.4735 -1.0328 3.1979 -0.056
O 0.4477 -2.2796 2.0841 -0.528
C -0.2070 -2.0235 0.9629 0.328
C -0.3321 -3.0289 0.0039 -0.261
C -0.9686 -3.1198 -1.0160 -0.212
C -1.5006 -1.8765 -1.4449 -0.067
C -1.5179 -0.5961 -0.7628 -0.200
C -1.0223 -0.8854 0.6407 -0.312
H -0.8785 0.0219 1.1959 0.184
H -2.1764 0.2798 -0.7875 0.251
C -2.3830 -1.4812 -2.8533 0.262
N -2.6228 -0.2953 -3.1279 -0.430
C -3.2243 -0.3077 -4.3753 0.142
C -3.7203 -1.1846 -5.0558 -0.333
C -3.2999 -2.5149 -4.7652 -0.079
C -2.8139 -2.7323 -3.3542 -0.256
H -2.6276 -3.8213 -3.1442 0.247
H -3.8405 -3.3006 -5.2161 0.217
C -4.1151 -1.1213 -6.4165 0.281
N -4.8744 -0.6928 -7.4103 -0.272
H -3.3613 1.0408 -4.6510 0.191
H -0.9423 -3.9685 -1.8065 0.224
H 0.1585 -3.8692 0.4395 0.211
H -0.3386 -0.4431 3.0926 0.192
H 0.5388 -1.8819 4.0640 0.236
H 2.7746 -1.3559 2.7742 0.220
H 2.1006 -0.0731 3.8859 0.190
H 3.1152 0.7064 1.5118 0.202
H 1.6038 0.0259 0.8877 0.220
H 0.2974 1.4170 2.5836 0.195
H 1.2654 2.1904 0.9748 0.219
H 1.2902 3.5873 3.3998 0.160
H 2.4730 2.1364 3.8534 0.218
H 3.9781 2.4758 2.0000 0.208
H 3.8118 3.9177 2.9933 0.193
H 2.3763 3.9028 0.5918 0.168
H 2.4311 5.1935 1.6374 0.213
H 3.9478 4.9365 0.7518 0.200
```

Results
* highest occupied orbital energy: -8.06 eV

***

Stability check: which of them is least stable? <2>.

***

<1>
Here is a single C4H13N3 molecule from the Open Molecules 2025 dataset. Energies are from wB97M-V/def2-TZVPD.

XYZ file:
```
20
Properties=species:S:1:pos:R:3:nbo_charge:R:1
N -0.2597 0.9510 -1.5529 -0.850
C -0.2377 0.1240 -0.3187 -0.067
C 1.2393 -0.2697 -0.0531 -0.424
C 1.8558 0.6597 1.0020 -0.220
N 0.9877 0.6776 2.2391 -0.844
C -0.9783 -1.2193 -0.7360 -0.231
N -2.4596 -1.0145 -0.6133 -0.834
H 0.2767 1.7914 -1.3503 0.348
H -1.2232 1.2535 -1.7149 0.356
H -0.8820 0.4714 0.4837 0.207
H 1.2180 -1.2642 0.3829 0.205
H 1.8548 -0.1586 -0.9430 0.221
H 2.0100 1.6895 0.6499 0.168
H 2.8833 0.4592 1.3286 0.187
H 1.5593 0.5346 3.0525 0.353
H 0.6801 1.6296 2.3000 0.351
H -0.6011 -1.9537 -0.0335 0.182
H -0.6811 -1.3276 -1.7768 0.192
H -2.8004 -1.9242 -0.2938 0.353
H -2.7540 -1.0496 -1.5866 0.347
```

Results
* highest occupied orbital energy: -9.12 eV
* SMILES: NCC[C@@H](N)CN

***

<2>
Here is a molecular structure, C4H13N3 from the Open Molecules 2025 dataset. Energies are from wB97M-V/def2-TZVPD.

XYZ file:
```
20
Properties=species:S:1:pos:R:3:nbo_charge:R:1
C 0.8639 -0.0966 -0.2238 0.319
C -1.7992 -0.1944 0.2678 -0.050
C 0.9598 0.8073 0.9951 -0.650
C 1.8163 -1.2840 -0.1315 -0.637
N -0.6337 -0.7759 -0.4038 -0.693
N 0.8916 0.4981 -1.5059 -0.967
N -2.2019 1.0305 -0.4063 -0.836
H -0.6078 -1.7796 -0.2377 0.381
H -0.2257 -0.2526 -1.6026 0.450
H 0.5390 1.4524 -1.4638 0.330
H -1.5173 1.7670 -0.2885 0.355
H -3.0869 1.3648 -0.0456 0.364
H -2.6276 -0.9044 0.1974 0.190
H -1.5776 -0.0596 1.3404 0.150
H 1.9635 1.2326 1.0180 0.235
H 1.6897 -1.8436 0.7990 0.197
H 0.7923 0.2604 1.9252 0.211
H 0.2565 1.6385 0.9414 0.201
H 1.6671 -1.9530 -0.9799 0.221
H 2.8380 -0.9080 -0.1950 0.229
```

Results
* highest occupied orbital energy: -8.01 eV

***

<3>
Here is a single C4H13N3 molecule from the Open Molecules 2025 dataset. Energies are from wB97M-V/def2-TZVPD.

XYZ file:
```
20
Properties=species:S:1:pos:R:3:nbo_charge:R:1
N -2.1206 -0.4131 -1.4977 -0.862
C -1.8624 -1.5033 -0.4796 -0.209
C -0.4358 -1.3621 0.1558 -0.244
N 0.1163 -0.1584 0.7782 -0.647
C 1.6016 0.1050 0.7079 -0.233
C 1.6845 1.6408 0.9035 -0.229
N 1.4592 2.3364 -0.4035 -0.881
H -3.0702 -0.4993 -1.9477 0.349
H -2.1966 0.5211 -1.1651 0.357
H -2.0172 -2.5336 -0.9754 0.205
H -2.6939 -1.3782 0.3144 0.158
H -0.3986 -2.2706 0.7592 0.166
H 0.2078 -1.7881 -0.6494 0.195
H -0.1447 -0.1318 1.7200 0.349
H 2.1036 -0.6881 1.3179 0.176
H 1.8650 -0.0383 -0.2742 0.189
H 0.7266 1.8216 1.3981 0.219
H 2.6852 1.8152 1.2502 0.196
H 2.0722 2.0460 -1.2237 0.364
H 0.4180 2.4788 -0.6890 0.382
```

Results
* highest occupied orbital energy: -8.72 eV
* SMILES: NCCNCCN

***

<4>
Here is a molecular structure, C4H13N3 from the Open Molecules 2025 dataset. Energies are from wB97M-V/def2-TZVPD.

XYZ file:
```
20
Properties=species:S:1:pos:R:3:nbo_charge:R:1
C -0.8720 0.5840 -1.1143 -0.292
C 0.5007 -1.0544 1.2104 -0.474
C 0.7345 0.9451 -1.5158 -0.232
C -0.3243 -2.2373 0.7649 -0.642
N -1.1632 0.6098 0.2431 -0.182
N -1.0796 1.8280 0.7716 -0.590
N 1.6780 0.2710 -0.7424 -0.711
H -1.1144 1.8510 1.7790 0.377
H -0.5202 2.5509 0.3265 0.350
H 0.9928 -0.3591 0.1641 0.285
H 2.1437 0.9212 -0.1123 0.340
H -1.0794 -0.4125 -1.4952 0.209
H -1.4191 1.3403 -1.6847 0.197
H 0.0645 -0.4918 2.0300 0.189
H 1.5263 -1.3435 1.4694 0.193
H 0.7363 0.6119 -2.5574 0.190
H 0.8058 2.0393 -1.4887 0.162
H 0.1019 -2.6973 -0.1314 0.206
H -0.3610 -3.0165 1.5362 0.211
H -1.3512 -1.9401 0.5470 0.216
```

Results
* highest occupied orbital energy (alpha / beta): -7.80 / -7.56 eV

***

Stability check: which of them is least stable? <4>.